Entry 1:
Density functional theory data (ωB97M-V/def2-TZVPD) for 4 unconnected molecules or ions with the total composition C2H12NO3 in a non-equilibrium geometry.

- LUMO level: -2.77 eV
- Net charge: +1
- E_HOMO: -14.634 eV
- Energy relative to the best compared isomer or geometry (same formula, charge and spin): 82.1 kJ/mol

Atoms and positions in Å:
1 C 0.55619 -1.03711 0.92576
2 C -0.62127 -1.39661 0.46091
3 N 1.15359 0.22061 0.36803
4 H 1.16738 -1.41137 1.72785
5 H -1.03318 -2.39268 0.56880
6 H -1.24264 -0.75521 -0.15248
7 H 1.32185 0.96191 1.05293
8 H 0.76153 0.52865 -0.54823
9 H 2.12009 -0.07822 0.19933
10 H 0.62119 0.40636 -2.96940
11 H -0.82030 0.45216 -2.42998
12 O 0.10705 0.39990 -2.14224
13 H -3.19094 -0.22493 -2.58054
14 H -3.59928 1.25092 -2.50638
15 O -2.94202 0.61257 -2.18217
16 H 1.55214 0.16241 3.64868
17 H 2.13902 1.55592 3.53273
18 O 1.94960 0.74472 3.02638

Entry 2:
Density functional theory data (ωB97M-V/def2-TZVPD) for 4 unconnected molecules or ions with the total composition C2H12NO3 in a non-equilibrium geometry.

- LUMO level (alpha / beta): -8.32 / -15.66 eV
- Net charge: +2
- E_HOMO (alpha / beta): -20.790 / -19.848 eV
- Energy relative to the best compared isomer or geometry (same formula, charge and spin): 135.3 kJ/mol
- Multiplicity: 2

Atoms and positions in Å:
1 C -1.54910 -1.90644 -0.93188
2 C -1.36975 0.50967 -0.54858
3 N -0.86838 -0.57772 -0.98627
4 H -0.87348 -2.57911 -0.41511
5 H -1.84738 -2.18330 -1.94215
6 H -2.47144 -1.76131 -0.37098
7 H -2.43506 0.52495 -0.38341
8 H -0.72207 1.37902 -0.54263
9 H 0.13854 -0.62835 -1.17745
10 H 1.98285 -1.24372 1.58393
11 H 0.77306 -1.39195 2.48037
12 O 1.01423 -1.09738 1.57444
13 H 2.17605 1.50571 -1.53876
14 H 1.52141 1.17705 -0.22165
15 O 1.58647 0.81614 -1.15000
16 H 0.94445 2.04579 2.17901
17 H 1.02677 3.18995 1.16366
18 O 0.97281 2.22102 1.22745

Entry 3:
Density functional theory data (ωB97M-V/def2-TZVPD) for 4 unconnected molecules or ions with the total composition C2H12NO4 in a non-equilibrium geometry.

- LUMO level: 3.95 eV
- Net charge: -1
- E_HOMO: -4.766 eV
- Energy relative to the best compared isomer or geometry (same formula, charge and spin): 73.0 kJ/mol

Atoms and positions in Å:
1 C 0.96510 -0.33074 1.64344
2 N 1.06899 0.84755 0.79887
3 C 2.05748 0.71498 -0.32308
4 O 1.84644 -0.38184 -1.12615
5 H 1.45300 -0.00522 2.58664
6 H 1.51710 -1.18983 1.26593
7 H -0.00572 -0.55306 2.07895
8 H 0.19492 1.16090 0.39410
9 H 2.97044 0.65970 0.32340
10 H 2.06529 1.61604 -0.94542
11 H -2.30002 -0.52412 0.40313
12 H -2.04997 -1.86784 1.07942
13 O -2.76111 -1.27212 0.86341
14 H -1.07049 -0.80325 -2.58274
15 H 0.87540 -0.33915 -1.46700
16 O -0.46021 -0.16762 -2.16420
17 H -1.38053 0.50849 -1.39132
18 H -2.97525 0.98539 -0.80094
19 O -2.01088 0.94173 -0.63645

Entry 4:
Density functional theory data (ωB97M-V/def2-TZVPD) for 4 unconnected molecules or ions with the total composition C2H12NO4 in a non-equilibrium geometry.

- LUMO level: 3.96 eV
- Net charge: -1
- E_HOMO: -4.571 eV
- Energy relative to the best compared isomer or geometry (same formula, charge and spin): 255.2 kJ/mol

Atoms and positions in Å:
1 C 0.95679 1.57075 1.02769
2 N 1.28646 1.01060 -0.27938
3 C 2.23868 -0.02357 -0.20117
4 O 1.81876 -1.29804 0.54435
5 H 1.89150 2.04139 1.34161
6 H 0.64698 0.80343 1.84701
7 H 0.29335 2.32027 0.92831
8 H 0.37076 0.61940 -0.86266
9 H 3.23196 0.34297 0.24888
10 H 2.72660 -0.49344 -1.09360
11 H -2.01511 -2.01205 -0.39903
12 H -0.75673 -1.26363 -0.66891
13 O -1.22388 -2.26634 -0.69178
14 H -1.26517 0.91050 -1.44821
15 H 1.00814 -1.06169 0.84645
16 O -1.10155 0.28720 -0.79191
17 H -2.31566 0.97531 -0.14105
18 H -2.77902 0.12898 0.91186
19 O -3.14528 0.81860 0.37506

Entry 5:
Density functional theory data (ωB97M-V/def2-TZVPD) for 4 unconnected molecules or ions with the total composition C2H12NO4 in a non-equilibrium geometry.

- LUMO level (alpha / beta): 0.28 / -4.21 eV
- Net charge: 0
- E_HOMO (alpha / beta): -9.472 / -9.440 eV
- Energy relative to the best compared isomer or geometry (same formula, charge and spin): 72.2 kJ/mol
- Multiplicity: 2

Atoms and positions in Å:
1 C 1.62225 -0.49339 -1.23013
2 N 0.46630 -0.68413 -0.35468
3 C -0.85639 -0.36976 -0.81517
4 O -0.91769 0.89010 -1.46305
5 H 1.65782 0.49646 -1.68327
6 H 2.48557 -0.62542 -0.58104
7 H 1.68193 -1.24622 -2.01128
8 H 0.69185 -0.19180 0.49919
9 H -1.24014 -1.12728 -1.49383
10 H -1.49264 -0.32351 0.07587
11 H 0.64987 -2.42512 0.65691
12 H 1.52903 -3.51442 1.16573
13 O 0.69992 -3.38346 0.68849
14 H -0.63920 3.36234 -0.03498
15 H -1.09531 1.61340 -0.83091
16 O -1.15202 2.65941 0.40517
17 H -0.68139 0.65691 2.24393
18 H -0.24577 1.97189 1.57382
19 O -0.02736 1.36603 2.30221

Entry 6:
Density functional theory data (ωB97M-V/def2-TZVPD) for 4 unconnected molecules or ions with the total composition C2H12NO4 in a non-equilibrium geometry.

- LUMO level (alpha / beta): 0.31 / -4.25 eV
- Net charge: 0
- E_HOMO (alpha / beta): -9.921 / -9.885 eV
- Energy relative to the best compared isomer or geometry (same formula, charge and spin): 44.3 kJ/mol
- Multiplicity: 2

Atoms and positions in Å:
1 C 0.52135 0.87935 1.40413
2 N 0.68526 0.31715 0.05290
3 C -0.02399 1.06157 -0.96736
4 O -1.35163 1.40164 -0.70094
5 H 1.10126 0.28266 2.09968
6 H 0.89130 1.90251 1.40308
7 H -0.52404 0.91926 1.72235
8 H 0.33459 -0.63349 0.06915
9 H 0.51416 2.00018 -1.11428
10 H 0.09717 0.51517 -1.91220
11 H 3.68507 -0.43476 -0.98940
12 H 2.52886 0.25915 -0.25108
13 O 3.48203 0.34075 -0.45854
14 H -3.37634 -0.54229 -0.18336
15 H -1.86491 0.52434 -0.60191
16 O -2.51433 -0.71770 -0.60554
17 H -1.57686 -3.46163 0.46477
18 H -1.57556 -1.94335 0.10312
19 O -1.03340 -2.67051 0.46544

Entry 7:
Density functional theory data (ωB97M-V/def2-TZVPD) for a single C2H12O2Si3 molecule in a non-equilibrium geometry.

- LUMO level: 0.58 eV
- Net charge: 0
- E_HOMO: -9.650 eV
- Energy relative to the best compared isomer or geometry (same formula, charge and spin): 319.2 kJ/mol

Atoms and positions in Å:
1 C 1.43263 -1.02297 1.30501
2 Si 1.03249 -0.63676 -0.41269
3 C 2.45379 0.60199 -1.01945
4 Si -1.08821 0.32066 -0.72499
5 Si -3.01396 -0.89751 -0.14654
6 O -1.41048 1.39091 0.48157
7 O -0.48504 2.50868 0.82900
8 H 1.63770 -0.16581 1.79275
9 H 0.41598 -1.43651 1.75048
10 H 2.14927 -1.74118 1.76789
11 H 1.28773 -1.96171 -1.02777
12 H 3.38504 0.26069 -0.76941
13 H 2.64908 0.65795 -2.10535
14 H 2.31741 1.68981 -0.82375
15 H -1.29586 0.80389 -2.08932
16 H -3.21540 -0.61756 1.35803
17 H -2.77675 -2.46837 -0.45932
18 H -4.33863 -0.45139 -0.77912
19 H -1.13680 3.16517 1.07298

Entry 8:
Density functional theory data (ωB97M-V/def2-TZVPD) for 4 unconnected molecules or ions with the total composition C2H12O3S in a non-equilibrium geometry.

- LUMO level: 0.51 eV
- Net charge: 0
- E_HOMO: -8.846 eV
- Energy relative to the best compared isomer or geometry (same formula, charge and spin): 71.2 kJ/mol

Atoms and positions in Å:
1 C 0.28458 -0.32586 1.79759
2 C 0.35707 0.59669 0.59560
3 S 1.35760 0.06396 -0.87456
4 H -0.28633 0.14546 2.59537
5 H 1.25435 -0.42778 2.28802
6 H 0.00004 -1.32424 1.46176
7 H -0.63984 0.60196 0.14074
8 H 0.62782 1.63203 0.79543
9 H 2.58091 0.27141 -0.37137
10 O -2.30822 -3.07589 -2.29454
11 H -1.78154 -2.95373 -3.08063
12 H -2.85853 -2.32807 -2.14300
13 O 1.18879 6.14529 0.16415
14 H 1.89550 6.35251 0.75886
15 H 1.58617 6.17462 -0.70582
16 O -0.96507 -3.65628 -0.04182
17 H -1.64707 -3.39553 -0.68392
18 H -0.64622 -4.49657 -0.40185

Entry 9:
Density functional theory data (ωB97M-V/def2-TZVPD) for 5 unconnected molecules or ions with the total composition C2H12O5 in a non-equilibrium geometry.

- LUMO level: 0.31 eV
- Net charge: 0
- E_HOMO: -8.961 eV
- Energy relative to the best compared isomer or geometry (same formula, charge and spin): 113.5 kJ/mol

Atoms and positions in Å:
1 C 0.41473 -2.85531 -0.10284
2 C -0.47407 -1.88449 -0.47572
3 O -0.49328 -0.60914 0.02204
4 H 0.47009 -3.78109 -0.67249
5 H 1.08269 -2.59543 0.74458
6 H -1.39436 -1.97695 -0.96120
7 H 0.15881 -0.66665 0.78353
8 O 1.34538 0.16115 1.95060
9 H 1.38232 1.11137 1.77823
10 H 2.34186 0.01953 2.10417
11 O 1.46559 2.96748 1.07521
12 H 0.54382 3.23793 0.90105
13 H 1.65990 2.60140 0.13484
14 O 1.02866 1.47916 -1.59766
15 H 0.31866 1.69128 -2.11883
16 H 0.56489 0.77979 -1.02634
17 O -3.40255 -0.46924 -0.89651
18 H -2.72102 0.26492 -0.74834
19 H -3.60189 -0.48258 -1.87742

Entry 10:
Density functional theory data (ωB97M-V/def2-TZVPD) for 5 unconnected molecules or ions with the total composition C2H12O5 in a non-equilibrium geometry.

- LUMO level: 0.54 eV
- Net charge: 0
- E_HOMO: -8.726 eV
- Energy relative to the best compared isomer or geometry (same formula, charge and spin): 92.2 kJ/mol

Atoms and positions in Å:
1 C -1.40073 -0.77357 2.74825
2 C -0.86075 -1.11783 1.58397
3 O -1.33334 -2.24094 0.94694
4 H -1.24005 0.22846 3.11711
5 H -2.20552 -1.33798 3.20090
6 H 0.10230 -0.77774 1.23714
7 H -0.76130 -2.43762 0.19836
8 O 1.61950 1.53024 0.95654
9 H 2.21623 1.85831 1.63786
10 H 2.21340 1.08620 0.33624
11 O 2.64778 -0.68575 -1.18449
12 H 2.45590 0.11845 -1.69686
13 H 2.88329 -1.31542 -1.87494
14 O 0.86938 1.42435 -2.60649
15 H 0.50109 2.14684 -3.13531
16 H 0.11964 1.21930 -2.02870
17 O -2.19776 1.03388 -1.25729
18 H -2.20604 1.43133 -0.37684
19 H -3.02227 0.53766 -1.27889

Entry 11:
Density functional theory data (ωB97M-V/def2-TZVPD) for a molecular structure, C2H13F3HfO5 in a non-equilibrium geometry.

- LUMO level: -0.01 eV
- Net charge: 0
- E_HOMO: -8.763 eV
- Energy relative to the best compared isomer or geometry (same formula, charge and spin): 156.0 kJ/mol

Atoms and positions in Å:
1 Hf -0.90622 -0.21628 -0.61342
2 F 0.30236 -0.88733 -2.51894
3 F -2.28877 1.07774 -2.00270
4 F -2.52979 -0.96143 0.98708
5 C 2.60852 1.07780 1.51649
6 C 1.99789 -0.25080 1.34807
7 O 0.57347 -0.34735 1.41963
8 H 2.02126 1.86104 1.03715
9 H 3.65431 1.13017 1.21370
10 H 2.61595 1.35723 2.57004
11 H 2.48096 -0.87942 2.09612
12 H 2.30551 -0.63133 0.37408
13 O -0.51402 -2.49371 -0.42364
14 H -0.84430 -3.19089 0.14300
15 H 0.23253 -2.88594 -0.87650
16 O 0.52717 1.63043 -1.15290
17 H 0.12809 2.49858 -1.21015
18 H 1.43819 1.76747 -1.41268
19 O -1.53870 1.73536 0.80341
20 H -1.03002 1.98597 1.57456
21 H -2.33031 2.27114 0.85358
22 O -2.66816 -1.69223 -1.74643
23 H -3.52067 -1.33724 -1.99832
24 H -2.71527 -2.61900 -1.98119

Entry 12:
Density functional theory data (ωB97M-V/def2-TZVPD) for a molecular structure, C2H13MnN2O3S in a non-equilibrium geometry.

- LUMO level (alpha / beta): 3.15 / 3.11 eV
- Net charge: -1
- E_HOMO (alpha / beta): -0.068 / -1.020 eV
- Energy relative to the best compared isomer or geometry (same formula, charge and spin): 5.3 kJ/mol
- Multiplicity: 6

Atoms and positions in Å:
1 C 2.02399 1.27266 0.03178
2 Mn -1.31224 0.38534 -0.41575
3 N -1.69187 -1.67902 0.11173
4 N -0.23752 0.32047 -2.41201
5 H -2.54194 -1.52684 0.66606
6 H 2.04611 0.16051 0.00057
7 H 2.38416 1.49876 1.05568
8 H 0.99038 1.73625 -0.08662
9 H 2.73436 1.60973 -0.75520
10 H -0.99032 0.47456 -3.08802
11 H 0.18202 -0.59819 -2.57554
12 H 0.49933 1.00977 -2.59517
13 H -1.81816 -2.23097 -0.72638
14 H -1.05385 -2.12285 0.78497
15 C 0.37309 -0.26411 3.31270
16 S -1.31026 0.21610 2.90042
17 O -2.06636 -1.03285 2.67125
18 O -1.82323 1.08352 3.93286
19 O -1.12905 0.97296 1.57230
20 H 0.39791 -0.47214 4.38058
21 H 1.04101 0.57172 3.09033
22 H 0.68824 -1.17768 2.79876